Entry 1:
Density functional theory data (wB97M-V/def2-TZVPD) for one molecule with the formula C22H26N4O6S.

Last column: natural (NBO) charge in e.
Atoms and positions in Å:
C 0.317 3.828 1.446  -0.645
C -0.539 2.611 1.447  0.143
C -1.891 2.502 1.544  -0.238
C -2.222 1.116 1.572  -0.250
C -3.593 0.634 1.627  0.586
O -4.522 1.215 1.111  -0.544
C -3.854 -0.647 2.435  -0.321
N -4.895 -1.408 1.793  -0.463
C -6.203 -1.425 2.182  0.700
O -6.648 -0.998 3.214  -0.572
C -6.949 -2.134 1.057  -0.305
N -5.903 -2.449 0.124  -0.425
C -6.141 -3.058 -1.155  -0.407
C -4.702 -1.989 0.533  0.808
O -3.638 -2.081 -0.031  -0.644
C -1.031 0.414 1.481  0.221
C -0.776 -1.039 1.282  -0.683
N -0.019 1.332 1.400  -0.381
C 1.345 1.027 1.276  0.227
C 1.969 0.192 2.202  -0.205
C 3.315 -0.108 2.082  -0.205
C 4.057 0.424 1.040  -0.169
C 3.431 1.250 0.128  -0.323
S 4.385 1.914 -1.235  2.319
O 3.584 2.877 -1.937  -0.937
O 5.675 2.309 -0.758  -0.932
N 4.593 0.512 -2.146  -0.671
C 5.752 0.539 -3.021  -0.266
C 5.925 -0.855 -3.623  -0.073
O 4.770 -1.245 -4.330  -0.517
C 3.638 -1.249 -3.496  -0.073
C 3.399 0.128 -2.871  -0.266
C 2.090 1.556 0.225  -0.226
H -0.231 4.650 1.898  0.236
H 0.592 4.125 0.434  0.223
H 1.234 3.661 2.009  0.222
H -2.600 3.301 1.615  0.233
H -2.960 -1.255 2.545  0.224
H -4.232 -0.351 3.419  0.262
H -7.455 -3.031 1.430  0.221
H -7.702 -1.466 0.625  0.226
H -6.574 -4.053 -1.030  0.197
H -6.818 -2.445 -1.754  0.198
H -5.182 -3.140 -1.664  0.242
H 0.134 -1.185 0.703  0.226
H -1.605 -1.489 0.738  0.276
H -0.654 -1.565 2.231  0.215
H 1.394 -0.207 3.023  0.227
H 3.787 -0.751 2.810  0.226
H 5.110 0.224 0.925  0.241
H 6.613 0.825 -2.417  0.239
H 5.614 1.273 -3.827  0.190
H 6.743 -0.865 -4.345  0.203
H 6.131 -1.576 -2.818  0.167
H 2.795 -1.537 -4.125  0.203
H 3.769 -1.988 -2.691  0.166
H 2.568 0.087 -2.164  0.217
H 3.167 0.864 -3.653  0.202
H 1.644 2.199 -0.517  0.257

Atoms 1-6, force components in eV/Å:
0.0 0.0 -0.1
-0.3 0.5 0.1
0.2 -0.1 -0.1
0.6 0.4 0.0
0.0 -0.4 0.0
0.0 0.0 0.1

Properties
**HOMO**: -8.31 eV
**Total energy**: -52317.350 eV
**Net charge**: 0
**Max |F|**: 1.02 eV/A
**Relative energy (zero: lowest compared OMol25 entry of this formula, charge and spin)**: 1.6646 eV
**LUMO**: 0.2 eV

---

Entry 2:
Density functional theory data (wB97M-V/def2-TZVPD) for one molecule with the formula C12H12N2.

Last column: natural (NBO) charge in e.
Atoms and positions in Å:
C 0.119 2.540 0.626  -0.388
N -0.075 1.338 -0.260  -0.297
C 0.975 0.431 -0.075  0.246
C 2.248 0.649 -0.669  -0.249
C 3.126 -0.415 -0.672  -0.185
C 2.752 -1.710 -0.206  -0.218
C 1.511 -1.897 0.327  -0.189
C 0.633 -0.824 0.458  -0.138
C -0.743 -0.830 0.874  -0.039
C -1.651 -1.878 0.256  -0.243
C -2.787 -1.543 -0.411  -0.176
C -3.116 -0.215 -0.806  -0.342
C -2.311 0.780 -0.535  0.043
N -1.270 0.716 0.260  -0.276
H -0.570 3.183 0.264  0.196
H 0.043 2.329 1.635  0.188
H 1.183 3.015 0.442  0.189
H 2.588 1.485 -1.161  0.218
H 3.996 -0.384 -1.124  0.196
H 3.475 -2.600 -0.368  0.216
H 1.234 -2.863 0.621  0.210
H -0.757 -0.630 1.903  0.211
H -1.366 -2.841 0.420  0.201
H -3.358 -2.304 -0.829  0.207
H -4.101 0.034 -1.399  0.214
H -2.614 1.657 -1.043  0.205

Atoms 1-6, force components in eV/Å:
4.4 -0.6 -2.6
0.1 1.2 1.9
1.3 -0.9 -1.3
-0.9 -2.7 1.7
-4.2 -2.0 2.2
1.9 -0.1 -0.9

Properties
**HOMO**: -7.52 eV
**Total energy**: -15614.594 eV
**Net charge**: 0
**Max |F|**: 5.15 eV/A
**Relative energy (zero: lowest compared OMol25 entry of this formula, charge and spin)**: 4.7161 eV
**LUMO**: 0.9 eV

---

Entry 3:
Density functional theory data (wB97M-V/def2-TZVPD) for C12H16ClIN2O2PTb as an isolated structure.

Last column: Löwdin spin population.
Atoms and positions in Å:
C -3.953 2.884 -5.616  0.000
C -3.678 1.821 -4.582  -0.001
H -4.792 2.575 -6.253  0.000
H -3.069 3.037 -6.234  0.000
H -4.201 3.824 -5.125  0.000
O -4.286 0.780 -4.455  0.000
I -2.012 2.144 -3.138  -0.009
Tb -0.511 0.459 0.310  6.119
P 1.444 -0.966 -1.002  -0.019
C 1.781 -2.769 -1.013  -0.004
C 1.055 -0.657 -2.764  0.001
H 3.114 0.798 -1.013  0.000
H 3.778 -0.708 -1.709  0.000
H 3.600 -0.565 0.061  0.000
C 3.149 -0.294 -0.904  0.001
H 0.943 0.419 -2.948  0.000
H 1.875 -1.037 -3.388  0.000
H 2.528 -3.027 -1.790  -0.001
H 0.851 -3.319 -1.231  0.000
H 0.134 -1.181 -3.049  0.000
H 2.183 -3.073 -0.031  0.000
C -0.596 -2.004 1.037  -0.021
O -0.583 -2.924 1.742  -0.001
Cl 0.609 2.529 -0.515  -0.034
N -0.076 -0.096 7.931  0.000
C -0.024 -0.024 6.765  0.000
C 0.022 0.054 5.309  0.000
C 1.131 -0.428 4.602  0.000
C 1.168 -0.320 3.218  0.001
N 0.135 0.239 2.528  -0.020
C -0.936 0.734 3.202  -0.008
C -1.025 0.627 4.586  -0.001
H 1.927 -0.949 5.129  0.000
H 2.007 -0.709 2.636  0.000
H -1.753 1.193 2.612  -0.004
H -1.937 0.930 5.093  0.000

Atoms 1-6, force components in eV/Å:
0.2 0.0 0.2
-2.6 -3.3 -0.2
0.2 -0.1 0.3
0.1 0.1 0.1
0.1 0.0 0.1
1.9 2.9 -0.2

Properties
**<S²>**: 12.706
**Multiplicity**: 7
**HOMO (alpha / beta)**: -14.79 / -14.80 eV
**Total energy**: -72110.592 eV
**Net charge**: +2
**Max |F|**: 5.86 eV/A
**Relative energy (zero: lowest compared OMol25 entry of this formula, charge and spin)**: 0.8949 eV
**LUMO (alpha / beta)**: -8.4 / -8.2 eV

---

Entry 4:
Density functional theory data (wB97M-V/def2-TZVPD) for C38H45CrN5O2P2 as an isolated structure.

Last column: Löwdin spin population.
Atoms and positions in Å:
Cr -0.739 0.747 -0.803  3.073
O -2.124 -4.154 -2.661  0.000
C -0.905 -4.363 -2.151  -0.001
C -0.475 -5.684 -2.013  0.000
C 0.780 -5.967 -1.521  -0.001
C 1.650 -4.941 -1.149  0.000
C 1.227 -3.636 -1.244  0.000
C -0.049 -3.324 -1.731  -0.001
C -0.512 -1.942 -1.675  -0.004
O 0.105 -1.089 -0.920  0.011
N -1.585 -1.570 -2.345  -0.009
N -1.901 -0.302 -2.012  -0.025
C -3.012 0.201 -2.431  0.079
C -3.392 1.412 -1.756  0.012
C -4.594 2.080 -1.976  0.012
C -4.920 3.159 -1.182  0.012
C -4.029 3.554 -0.188  0.013
C -2.844 2.861 -0.047  0.016
N -2.517 1.810 -0.801  0.000
H -2.268 -3.190 -2.755  0.000
H -1.155 -6.471 -2.313  0.000
H 1.094 -6.999 -1.434  0.000
H 2.645 -5.165 -0.791  0.000
H 1.877 -2.826 -0.943  0.000
H -3.640 -0.316 -3.145  0.003
H -5.249 1.734 -2.764  0.000
H -5.846 3.697 -1.332  0.000
H -4.252 4.383 0.467  0.000
H -2.108 3.162 0.686  0.001
C -2.183 -1.063 1.515  0.010
P -0.899 0.240 1.721  0.024
C 0.618 -0.799 1.915  0.003
N 0.560 -1.821 2.726  0.001
C 1.650 -2.618 2.839  0.000
C 1.627 -3.727 3.710  0.000
C 2.730 -4.528 3.809  0.000
C 3.888 -4.262 3.047  0.000
C 3.936 -3.195 2.193  0.000
C 2.815 -2.349 2.076  -0.001
N 2.840 -1.305 1.212  -0.002
C 1.785 -0.542 1.127  -0.005
P 1.751 0.756 -0.189  -0.027
C 2.808 0.043 -1.500  -0.001
C 2.866 2.108 0.519  -0.002
C 4.082 1.514 1.230  -0.001
C 3.349 3.055 -0.583  0.000
C 1.996 2.878 1.512  0.002
C -1.279 0.859 3.484  0.006
C -2.380 1.913 3.341  0.000
C -1.762 -0.272 4.395  0.001
C -0.042 1.505 4.106  0.000
H -2.060 -1.839 2.266  0.002
H -2.084 -1.517 0.528  0.002
H -3.173 -0.613 1.596  0.000
H 0.735 -3.915 4.292  0.000
H 2.723 -5.377 4.480  0.000
H 4.747 -4.912 3.150  0.000
H 4.817 -2.976 1.605  0.000
H 3.617 -0.519 -1.035  -0.001
H 3.213 0.842 -2.118  0.000
H 2.221 -0.623 -2.126  0.000
H 4.615 0.801 0.600  0.000
H 3.808 1.011 2.157  0.000
H 4.778 2.319 1.479  0.000
H 4.094 2.587 -1.226  0.000
H 3.824 3.921 -0.116  0.000
H 2.537 3.430 -1.206  0.000
H 1.717 2.226 2.337  0.000
H 1.083 3.242 1.030  0.002
H 2.535 3.734 1.924  0.000
H -3.262 1.519 2.830  0.000
H -2.019 2.785 2.792  0.000
H -2.692 2.251 4.332  0.000
H -2.747 -0.639 4.110  0.000
H -1.843 0.125 5.410  0.000
H -1.058 -1.100 4.409  0.000
H 0.224 2.430 3.597  0.000
H 0.813 0.826 4.103  0.000
H -0.258 1.756 5.146  0.000
C -0.138 2.544 -1.863  -0.158
C -0.652 2.397 -3.241  0.000
C 0.002 1.556 -4.151  -0.013
C -0.460 1.403 -5.446  0.003
C -1.595 2.087 -5.865  -0.019
C -2.259 2.920 -4.978  0.004
C -1.793 3.074 -3.680  -0.017
H -0.533 3.430 -1.366  -0.003
H 0.944 2.595 -1.876  -0.001
H 0.890 1.022 -3.826  0.000
H 0.064 0.752 -6.135  0.001
H -1.947 1.982 -6.883  -0.001
H -3.139 3.460 -5.303  0.001
H -2.307 3.748 -3.001  0.000

Atoms 1-6, force components in eV/Å:
1.2 0.7 0.2
-0.1 -0.1 0.0
0.2 0.1 0.0
-0.1 -0.1 -0.1
0.0 0.0 0.0
0.1 0.0 0.0

Properties
**<S²>**: 3.950
**Multiplicity**: 4
**HOMO (alpha / beta)**: -10.22 / -10.45 eV
**Total energy**: -98677.226 eV
**Net charge**: +1
**Max |F|**: 1.45 eV/A
**LUMO (alpha / beta)**: -3.7 / -3.9 eV